# 1
C4H5N3 | ωB97M-V/def2-TZVPD

Output
lowest unoccupied orbital energy: 0.80 eV
orbital gap: 10.71 eV
SMILES: N#C[C@H]1CN=CN1
net charge: 0
energy above the lowest of the compared OMol25 structures with the same formula, charge and spin: 201.12 kJ/mol
HOMO: -9.911 eV
strongest force on any atom: 1.4 eV/Å

Geometry (Å):
N1 -0.498 1.830 -1.544
C1 0.017 0.809 -1.357
C2 0.223 -0.535 -0.717
C3 1.195 -0.373 0.454
N2 0.484 0.658 1.234
C4 -0.747 0.434 0.983
N3 -1.002 -0.638 0.089
H1 0.382 -1.344 -1.431
H2 1.190 -1.289 1.062
H3 2.223 -0.128 0.187
H4 -1.559 1.065 1.330
H5 -1.854 -0.581 -0.456

Force components x, y, z for each atom (eV/Å):
N 0.925 -0.866 -0.501
C -0.547 0.783 -0.631
C 0.073 -0.038 -0.093
C 0.139 0.016 -0.082
N -0.476 -0.264 0.382
C 0.087 -0.017 0.505
N -0.122 0.158 0.008
H 0.001 0.095 0.228
H 0.096 -0.042 -0.326
H -0.228 0.282 0.042
H 0.043 -0.284 0.268
H 0.008 0.178 0.201



# 2
C24H19Cl5N9O2RuS2 | ωB97M-V/def2-TZVPD

Output
lowest unoccupied orbital energy (spin up / spin down): -0.20 / -1.14 eV
orbital gap (spin up / spin down): 8.15 / 7.28 eV
spin multiplicity: 2
net charge: 0
energy above the lowest of the compared OMol25 structures with the same formula, charge and spin: 0.00 kJ/mol
HOMO (spin up / spin down): -8.349 / -8.419 eV
strongest force on any atom: 0.6 eV/Å

Geometry (Å):
Ru1 0.268 0.060 1.811
N1 -1.042 3.222 2.177
C1 -0.417 2.648 3.251
N2 -0.333 3.220 4.429
N3 0.318 2.313 5.196
N4 0.608 1.264 4.536
N5 0.158 1.433 3.254
C2 -1.176 2.613 0.963
N6 -1.648 3.191 -0.123
N7 -1.515 2.255 -1.086
N8 -1.004 1.180 -0.618
N9 -0.776 1.361 0.709
H1 -1.407 4.152 2.294
Cl1 1.996 -1.175 3.197
C3 0.467 -1.665 3.901
C4 -0.572 -1.100 3.203
C5 -1.854 -1.354 3.648
Cl2 -3.193 -0.581 2.892
C6 -2.054 -2.191 4.750
Cl3 -3.650 -2.523 5.297
C7 -0.967 -2.755 5.423
Cl4 -1.214 -3.779 6.780
C8 0.334 -2.483 5.000
Cl5 1.716 -3.117 5.789
O1 2.204 0.234 0.301
S1 3.499 0.473 -0.421
C9 3.849 -1.006 -1.415
C10 2.706 -1.478 -2.302
C11 1.575 -2.128 -1.486
C12 0.207 -1.586 -1.870
S2 -0.989 -2.275 -0.712
O2 -0.704 -1.584 0.602
C13 -2.511 -1.648 -1.399
C14 -2.881 -2.118 -2.653
C15 -4.082 -1.699 -3.203
C16 -4.907 -0.839 -2.491
C17 -4.539 -0.408 -1.225
C18 -3.336 -0.816 -0.669
C19 3.102 1.604 -1.752
C20 1.860 2.211 -1.724
C21 1.518 3.107 -2.730
C22 2.427 3.399 -3.734
C23 3.683 2.800 -3.739
C24 4.029 1.899 -2.746
H2 4.119 -1.759 -0.670
H3 4.757 -0.758 -1.967
H4 3.105 -2.180 -3.035
H5 2.323 -0.627 -2.872
H6 1.735 -1.910 -0.432
H7 1.592 -3.216 -1.586
H8 -0.090 -1.875 -2.880
H9 0.131 -0.502 -1.753
H10 -2.247 -2.808 -3.198
H11 -4.375 -2.051 -4.183
H12 -5.843 -0.510 -2.922
H13 -5.182 0.261 -0.669
H14 -3.034 -0.492 0.315
H15 1.159 1.967 -0.940
H16 0.535 3.558 -2.720
H17 2.161 4.096 -4.517
H18 4.394 3.035 -4.520
H19 5.010 1.441 -2.752

Force components x, y, z for each atom (eV/Å):
Ru 0.220 0.072 0.344
N -0.049 -0.064 0.044
C -0.146 0.029 0.057
N -0.004 -0.035 -0.007
N 0.026 0.028 0.021
N 0.007 -0.051 -0.066
N 0.412 0.174 -0.327
C 0.188 -0.061 -0.025
N 0.036 0.029 -0.054
N -0.061 0.057 0.010
N -0.159 -0.108 0.073
N -0.311 -0.091 -0.029
H -0.004 -0.001 -0.019
Cl -0.128 -0.229 -0.070
C -0.007 -0.043 -0.212
C -0.360 0.161 0.116
C 0.078 -0.009 0.091
Cl -0.043 0.055 -0.001
C -0.032 -0.026 0.013
Cl 0.007 0.010 -0.007
C 0.041 0.011 -0.011
Cl -0.013 -0.003 0.001
C -0.031 -0.019 -0.026
Cl 0.005 -0.013 0.010
O -0.281 -0.018 0.071
S 0.116 0.157 -0.084
C -0.037 -0.028 0.106
C -0.009 0.033 0.073
C 0.041 0.008 -0.008
C -0.031 -0.029 0.004
S 0.160 -0.033 0.009
O 0.226 0.000 0.086
C 0.042 0.020 -0.043
C -0.015 -0.008 -0.029
C 0.005 -0.018 0.014
C -0.006 0.008 0.014
C -0.006 0.020 -0.017
C 0.074 0.015 0.023
C -0.014 0.024 0.025
C 0.001 -0.037 -0.033
C -0.012 0.010 -0.028
C -0.001 -0.009 0.007
C -0.007 -0.012 -0.001
C 0.034 0.014 0.027
H 0.017 -0.019 -0.033
H -0.028 0.039 -0.049
H 0.003 0.002 0.005
H -0.004 0.007 -0.009
H -0.025 -0.052 0.050
H 0.011 0.012 -0.089
H -0.037 -0.012 0.017
H 0.018 -0.018 -0.039
H -0.001 0.009 -0.001
H 0.002 0.007 -0.002
H 0.000 -0.003 -0.001
H -0.011 -0.009 0.001
H 0.051 0.041 -0.015
H 0.032 0.004 -0.020
H -0.001 0.006 0.018
H 0.003 0.004 0.001
H 0.002 0.000 0.003
H 0.013 -0.007 0.017